Entry 1:
Entry from the OMol25 dataset: a molecular structure, C7H9NO at a distorted geometry (wB97M-V/def2-TZVPD).

Its energy above the lowest of the compared OMol25 structures with the same formula, charge and spin is 169.40 kcal per mole. The value obtained for the max |F| is 6.5 eV Å⁻¹. The LUMO energy (spin up / spin down) comes out at 0.64 / 0.50 eV.

CARTESIAN COORDINATES (ANGSTROEM)
1 C 1.88661 0.99527 -0.30237
2 C 2.51912 -0.24260 -0.17655
3 C 0.66020 1.21203 0.10415
4 C 0.52665 -0.71656 0.76888
5 C -0.70666 1.53077 0.18069
6 C -1.43158 0.32629 0.88695
7 C -1.13343 -1.62599 -0.68192
8 N -0.80699 -0.88171 0.55400
9 O 1.68269 -1.20390 0.25268
10 H 2.32070 1.82192 -0.89565
11 H 3.55932 -0.61935 -0.23013
12 H -0.71783 2.57400 0.62551
13 H -1.22756 1.67624 -0.81164
14 H -1.21044 0.35808 2.00324
15 H -2.44287 0.20352 0.63381
16 H -2.13657 -1.84375 -0.77241
17 H -0.68934 -1.02386 -1.61620
18 H -0.65203 -2.54038 -0.52303



Entry 2:
Entry from the OMol25 dataset: a molecular structure, C2H3NO2S at a distorted geometry (wB97M-V/def2-TZVPD).

Its energy above the lowest of the compared OMol25 structures with the same formula, charge and spin is 135.30 kcal per mole. The value obtained for the max |F| is 6.8 eV Å⁻¹. The LUMO energy comes out at -1.35 eV.

CARTESIAN COORDINATES (ANGSTROEM)
1 C 1.28689 1.03913 1.79968
2 C 0.50819 0.27583 1.35952
3 N -0.50331 0.07953 -1.44192
4 O -1.97113 -1.23446 -0.01495
5 O 0.20521 -2.25013 -0.57753
6 S -0.59374 -1.09117 -0.32602
7 H 1.84106 1.90594 2.04585
8 H -1.16168 0.83888 -1.36556
9 H 0.38852 0.43647 -1.47908



Entry 3:
Entry from the OMol25 dataset: a single C3H4FP molecule at a distorted geometry (wB97M-V/def2-TZVPD).

Its energy above the lowest of the compared OMol25 structures with the same formula, charge and spin is 3.64 kcal per mole. The value obtained for the max |F| is 6.0 eV Å⁻¹. The SMILES is CC1=P(F)=C1. The LUMO energy comes out at 0.97 eV.

CARTESIAN COORDINATES (ANGSTROEM)
1 C 1.52048 0.51312 1.19828
2 C 0.92522 0.11160 0.12452
3 C -0.34365 -0.45356 -0.42134
4 F 3.49456 -0.79434 -0.23014
5 P 2.61576 0.62080 -0.36416
6 H 1.37700 0.49588 2.16465
7 H -0.92798 0.50080 -0.77736
8 H -1.01982 -0.98187 0.33886
9 H -0.17360 -1.08724 -1.37366